{"formula": "C29H36FeGe2IN3O3S", "method": "ωB97M-V with the def2-TZVPD basis set", "symbols": ["I", "Ge", "Ge", "Fe", "S", "O", "O", "O", "N", "N", "N", "C", "C", "C", "C", "C", "C", "C", "C", "C", "C", "C", "C", "C", "C", "C", "C", "C", "C", "C", "C", "C", "C", "C", "C", "C", "C", "C", "C", "C", "H", "H", "H", "H", "H", "H", "H", "H", "H", "H", "H", "H", "H", "H", "H", "H", "H", "H", "H", "H", "H", "H", "H", "H", "H", "H", "H", "H", "H", "H", "H", "H", "H", "H", "H", "H"], "xyz": [[-5.12251, 3.10972, 4.36913], [1.21268, -0.66078, 0.58541], [3.43794, -1.44348, -0.44126], [-0.43748, 0.78890, -1.25761], [1.24719, 2.50918, -0.66990], [-0.72090, 2.36355, -2.71175], [-3.51158, -1.99332, -0.11207], [-1.60974, -0.88693, -0.36437], [0.07004, 3.40923, -2.85455], [-1.94676, 0.02964, -2.92695], [-3.08330, -3.31787, -2.57732], [1.06597, 3.62259, -1.95658], [0.63542, 1.50864, 2.53850], [-2.68454, 1.19768, 1.34837], [0.94831, 2.48378, 3.47275], [-4.89458, 0.48373, 2.86792], [-0.36053, -1.90583, 2.73066], [2.95570, 0.98599, 2.29324], [-2.71600, -1.01516, 0.18324], [0.98107, -3.46319, 1.50141], [-4.31239, 1.73523, 3.00998], [4.73484, -2.35909, 0.74216], [2.27274, 2.71658, 3.81353], [1.69445, 5.59753, -3.18593], [0.66462, 5.33699, -4.09239], [0.45836, -4.51017, 2.24619], [1.63142, 0.73442, 1.94411], [4.24793, 0.17466, -1.23639], [-3.20450, 2.09881, 2.25670], [-3.07153, -2.19705, -3.53639], [0.58875, -2.14561, 1.73457], [3.27730, 1.96599, 3.21974], [1.88701, 4.74206, -2.12786], [-3.25406, -0.06683, 1.19232], [-0.12750, 4.23839, -3.89923], [-4.36466, -0.41466, 1.95855], [2.90450, -2.65054, -1.91953], [-0.89701, -2.94959, 3.46822], [-0.48841, -4.25506, 3.22773], [-1.78109, -1.36392, -3.40488], [-1.83708, 1.49542, 0.74677], [0.47652, 5.97931, -4.93921], [2.52127, 3.48012, 4.53879], [-3.17892, -2.55047, -4.56429], [-4.80399, -1.39487, 1.83667], [-3.28546, -2.42679, -1.01662], [2.04029, -2.24108, -2.44282], [5.19042, -1.65348, 1.43468], [-0.90154, -5.06778, 3.81066], [2.32895, 6.46352, -3.31215], [2.64346, -3.64098, -1.54641], [0.15933, 3.06625, 3.93229], [-1.27137, -1.32296, -4.36571], [-1.12123, -1.87836, -2.70405], [-3.97613, -3.79969, -2.61649], [3.75118, 0.40273, 1.84087], [3.72377, -2.75863, -2.63104], [4.55367, 0.88270, -0.46698], [-2.75279, 3.07298, 2.38410], [-0.94577, 3.96750, -4.54843], [5.51014, -2.78307, 0.10327], [-5.75233, 0.21149, 3.46649], [-3.93720, -1.56734, -3.32100], [4.31322, 2.14734, 3.47629], [-1.63926, -2.74671, 4.23038], [3.52607, 0.67009, -1.88439], [-0.68359, -0.89047, 2.93503], [4.26774, -3.15849, 1.31446], [0.78973, -5.52344, 2.05747], [2.66600, 4.90446, -1.39744], [-2.36925, -3.99723, -2.81569], [-0.40417, 1.35101, 2.27082], [1.71323, -3.67440, 0.72811], [-1.93106, 0.69848, -3.68787], [-2.83574, 0.15122, -2.45258], [5.12467, -0.10258, -1.82344]], "mulliken_charge": [0.14, -0.17, 0.58, 0.55, -0.36, -0.75, -0.46, 0.76, 0.48, -0.47, -0.62, 0.47, 0.79, -0.09, -0.85, -0.55, -0.19, -0.03, -0.19, 0.11, -0.18, -1.18, -0.54, -0.26, -0.75, -0.73, 0.11, -1.05, -0.67, -0.93, 0.23, -0.92, -0.90, 0.57, -0.18, -0.69, -1.13, -0.75, -0.53, -0.10, 0.45, 0.41, 0.39, 0.39, 0.53, 0.46, 0.27, 0.39, 0.39, 0.41, 0.37, 0.47, 0.58, -0.09, 0.24, 0.07, 0.46, 0.36, 0.45, 0.43, 0.45, 0.41, 0.38, 0.44, 0.45, 0.28, 0.38, 0.38, 0.43, 0.47, 0.22, -0.37, 0.15, 0.34, 0.15, 0.47], "homo_lumo_gap_ha": [0.2620, 0.2168], "e_homo_ha": [-0.35936, -0.38959], "multiplicity": 6, "charge": 1, "relative_energy_kcal_mol": 28.0, "lumo_ev": [-2.6496, -4.7014]}